Entry from the Open Molecules 2025 dataset: a 7-piece molecular cluster, C42H90F4N7O10S4 overall at a distorted geometry (wB97M-V/def2-TZVPD).

orbital gap = 0.106 hartree
E_LUMO = -9.5 eV

Structure (ORCA input):
```
! RIJCOSX wB97M-V def2-TZVPD def2/J DEFGRID3
* xyz 3 1
C -14.208 -14.348 -13.602
C -13.672 -15.611 -12.887
C -14.739 -16.279 -12.000
C -15.982 -16.899 -12.585
C -15.700 -17.259 -14.054
C -14.240 -17.730 -14.387
N -13.167 -16.628 -13.924
O -12.368 -16.259 -14.896
C -14.184 -17.868 -15.919
C -14.015 -19.079 -13.587
C -12.508 -15.310 -11.913
H -13.954 -13.377 -13.171
H -15.254 -14.048 -13.669
H -13.744 -14.301 -14.588
H -15.023 -15.534 -11.255
H -14.300 -16.980 -11.288
H -16.785 -16.163 -12.630
H -16.287 -17.759 -11.990
H -15.766 -16.304 -14.578
H -16.458 -17.993 -14.322
H -14.525 -16.924 -16.345
H -14.904 -18.604 -16.276
H -13.233 -18.132 -16.381
H -14.245 -18.988 -12.527
H -13.012 -19.433 -13.822
H -14.703 -19.791 -14.043
H -11.825 -16.128 -11.683
H -12.856 -14.966 -10.940
H -12.040 -14.539 -12.526
C -7.143 -17.214 -6.597
C -7.932 -17.743 -7.826
C -7.049 -18.265 -8.997
C -6.568 -19.744 -8.848
C -7.718 -20.684 -8.527
C -8.438 -20.354 -7.266
N -8.890 -18.878 -7.377
O -9.629 -18.525 -6.347
C -7.426 -20.504 -6.110
C -9.629 -21.318 -6.981
C -8.920 -16.646 -8.423
H -7.607 -17.222 -5.611
H -6.809 -16.177 -6.652
H -6.245 -17.783 -6.356
H -6.302 -17.487 -9.161
H -7.616 -18.217 -9.927
H -5.709 -19.791 -8.179
H -6.091 -20.111 -9.758
H -7.298 -21.690 -8.547
H -8.418 -20.759 -9.360
H -7.836 -20.197 -5.146
H -6.613 -19.778 -6.157
H -6.970 -21.484 -5.975
H -10.259 -21.137 -6.110
H -9.323 -22.364 -6.972
H -10.320 -21.167 -7.810
H -9.664 -16.953 -9.158
H -8.346 -15.855 -8.906
H -9.546 -16.303 -7.599
C -12.623 -27.827 -13.843
C -11.601 -26.746 -13.371
C -11.954 -26.114 -11.968
N -11.045 -24.926 -11.418
C -10.513 -23.994 -12.514
C -9.987 -25.486 -10.477
C -9.742 -24.429 -9.407
C -10.953 -23.464 -9.407
C -11.945 -24.051 -10.463
H -12.791 -28.733 -13.263
H -12.213 -28.082 -14.821
H -13.599 -27.371 -14.014
H -11.523 -26.025 -14.184
H -10.683 -27.336 -13.358
H -12.081 -26.849 -11.174
H -12.974 -25.760 -12.121
H -10.121 -23.127 -11.983
H -11.265 -23.625 -13.211
H -9.801 -24.637 -13.030
H -9.084 -25.886 -10.936
H -10.446 -26.298 -9.915
H -8.832 -23.828 -9.415
H -9.639 -25.015 -8.494
H -10.693 -22.407 -9.457
H -11.426 -23.455 -8.425
H -12.537 -23.369 -11.069
H -12.571 -24.662 -9.813
C -16.928 -19.583 -9.325
C -18.144 -19.009 -10.046
C -19.553 -19.575 -9.664
N -20.611 -18.941 -10.513
C -21.018 -17.518 -9.998
C -21.950 -19.660 -10.540
C -22.699 -19.450 -11.899
C -21.585 -18.772 -12.771
C -20.295 -18.977 -12.029
H -16.954 -20.653 -9.536
H -16.941 -19.475 -8.240
H -15.956 -19.204 -9.639
H -17.940 -19.103 -11.113
H -18.114 -17.924 -9.926
H -19.922 -19.443 -8.647
H -19.616 -20.644 -9.874
H -21.320 -17.697 -8.968
H -21.853 -17.224 -10.631
H -20.092 -16.947 -10.042
H -22.569 -19.188 -9.779
H -21.716 -20.716 -10.416
H -23.569 -18.838 -11.666
H -22.971 -20.485 -12.099
H -21.819 -17.707 -12.776
H -21.550 -19.120 -13.803
H -19.558 -18.191 -12.189
H -19.839 -19.953 -12.197
C -9.843 -19.747 -15.418
C -8.458 -20.215 -14.918
C -7.467 -20.285 -16.115
N -6.010 -20.723 -15.767
C -5.272 -19.866 -14.721
C -6.024 -22.263 -15.498
C -5.121 -22.960 -16.574
C -4.254 -21.880 -17.215
C -5.172 -20.729 -17.148
H -10.329 -20.346 -16.189
H -9.955 -18.712 -15.742
H -10.534 -19.844 -14.579
H -8.486 -21.215 -14.484
H -8.064 -19.511 -14.186
H -7.276 -19.348 -16.637
H -7.659 -21.117 -16.791
H -4.251 -20.069 -14.402
H -5.923 -19.804 -13.849
H -5.330 -18.854 -15.121
H -5.683 -22.494 -14.489
H -7.057 -22.607 -15.534
H -4.631 -23.844 -16.168
H -5.838 -23.367 -17.289
H -3.380 -21.641 -16.607
H -3.786 -22.103 -18.173
H -4.575 -19.828 -17.009
H -5.939 -20.642 -17.916
N -14.731 -21.196 -4.369
S -15.562 -19.853 -3.646
O -16.534 -19.202 -4.522
O -14.821 -19.043 -2.712
F -16.530 -20.650 -2.670
S -13.908 -20.576 -5.457
O -12.683 -19.859 -5.102
O -14.646 -20.121 -6.640
F -13.199 -21.901 -5.932
N -10.845 -19.635 -9.741
S -12.498 -19.868 -9.424
O -12.805 -21.053 -8.664
O -13.521 -19.157 -10.207
F -12.425 -18.716 -8.231
S -10.937 -19.717 -11.200
O -11.158 -18.510 -11.996
O -11.423 -20.962 -11.785
F -9.404 -19.969 -11.456
*
```

Mulliken population analysis, charges in e, atoms 1 to 6:
1. C -1.72
2. C 1.88
3. C -1.82
4. C 0.08
5. C -1.73
6. C 1.29

***

Entry from the Open Molecules 2025 dataset: a 7-piece molecular cluster, C42H90F6N5O6S2 overall at a distorted geometry (wB97M-V/def2-TZVPD).

orbital gap = 0.204 hartree
E_LUMO = -4.9 eV

Structure (ORCA input):
```
! RIJCOSX wB97M-V def2-TZVPD def2/J DEFGRID3
* xyz 3 1
C -17.267 -18.094 -4.687
C -15.736 -18.324 -4.744
C -15.399 -19.765 -4.399
N -13.870 -20.071 -4.430
C -13.695 -21.391 -3.755
C -13.087 -20.023 -5.796
C -11.724 -19.175 -5.645
C -12.118 -18.186 -4.491
C -13.086 -18.958 -3.588
H -17.784 -18.720 -5.413
H -17.379 -17.024 -4.859
H -17.603 -18.340 -3.679
H -15.191 -17.609 -4.127
H -15.342 -18.160 -5.746
H -15.985 -20.457 -5.004
H -15.779 -19.930 -3.391
H -14.104 -21.366 -2.745
H -12.625 -21.565 -3.639
H -13.991 -22.142 -4.488
H -12.967 -21.039 -6.172
H -13.713 -19.520 -6.533
H -11.091 -19.876 -5.102
H -11.235 -18.777 -6.535
H -11.259 -17.895 -3.887
H -12.566 -17.308 -4.957
H -12.490 -19.584 -2.924
H -13.829 -18.447 -2.977
C -10.907 -21.236 13.204
C -10.555 -20.434 11.938
C -11.740 -19.640 11.342
N -11.313 -18.746 10.121
C -10.856 -19.661 9.010
C -10.242 -17.601 10.478
C -11.066 -16.653 11.382
C -12.352 -16.486 10.604
C -12.447 -17.738 9.767
H -10.141 -21.921 13.567
H -11.742 -21.912 13.019
H -11.262 -20.644 14.048
H -10.127 -21.161 11.247
H -9.711 -19.806 12.226
H -12.248 -19.054 12.108
H -12.463 -20.368 10.973
H -9.847 -20.026 9.199
H -10.730 -18.929 8.212
H -11.567 -20.438 8.730
H -9.873 -17.254 9.513
H -9.373 -18.139 10.857
H -10.608 -15.773 11.834
H -11.243 -17.210 12.302
H -12.399 -15.570 10.015
H -13.171 -16.363 11.313
H -12.353 -17.588 8.692
H -13.387 -18.252 9.970
C -15.823 -21.704 6.141
C -15.961 -22.804 5.151
C -14.595 -23.202 4.497
N -14.685 -24.178 3.278
C -13.198 -24.438 2.794
C -15.757 -23.877 2.135
C -15.894 -25.216 1.422
C -15.686 -26.272 2.555
C -15.244 -25.509 3.770
H -15.505 -22.080 7.113
H -16.755 -21.156 6.276
H -15.061 -20.993 5.820
H -16.834 -22.535 4.557
H -16.411 -23.645 5.679
H -14.086 -23.742 5.295
H -13.865 -22.448 4.204
H -12.674 -24.991 3.574
H -12.655 -23.500 2.674
H -13.158 -24.905 1.810
H -15.230 -23.086 1.600
H -16.644 -23.452 2.605
H -15.172 -25.282 0.608
H -16.850 -25.360 0.919
H -15.043 -27.046 2.136
H -16.651 -26.707 2.813
H -14.567 -26.087 4.400
H -16.083 -25.357 4.449
C -23.385 -12.865 7.458
C -22.022 -13.569 7.278
C -21.298 -13.303 5.931
N -20.003 -14.102 5.654
C -20.192 -15.632 5.768
C -19.453 -13.733 4.173
C -18.464 -12.539 4.297
C -18.032 -12.614 5.809
C -18.973 -13.589 6.633
H -23.689 -13.078 8.482
H -24.164 -13.250 6.799
H -23.215 -11.794 7.344
H -22.216 -14.641 7.312
H -21.385 -13.229 8.095
H -20.941 -12.280 5.813
H -21.934 -13.610 5.100
H -21.143 -15.874 5.294
H -20.125 -15.908 6.821
H -19.374 -16.090 5.213
H -18.842 -14.561 3.813
H -20.362 -13.619 3.582
H -17.746 -12.635 3.482
H -19.050 -11.625 4.207
H -17.019 -13.015 5.860
H -18.091 -11.671 6.352
H -18.301 -14.424 6.829
H -19.407 -13.115 7.514
C -4.660 -8.243 -2.025
C -6.161 -8.339 -2.265
C -6.779 -9.498 -1.318
N -8.307 -9.485 -0.973
C -9.115 -9.405 -2.300
C -8.587 -8.239 -0.043
C -9.303 -8.655 1.216
C -9.867 -10.021 0.710
C -8.830 -10.651 -0.185
H -4.028 -9.123 -2.139
H -4.301 -7.638 -1.192
H -4.371 -7.697 -2.923
H -6.272 -8.747 -3.270
H -6.553 -7.324 -2.332
H -6.305 -9.592 -0.341
H -6.599 -10.380 -1.933
H -9.071 -10.280 -2.948
H -8.734 -8.552 -2.862
H -10.109 -9.043 -2.036
H -9.229 -7.593 -0.642
H -7.624 -7.790 0.197
H -10.113 -7.983 1.500
H -8.753 -8.725 2.155
H -10.749 -9.998 0.069
H -9.966 -10.558 1.653
H -9.328 -11.379 -0.826
H -8.055 -11.255 0.286
C -13.300 -16.245 1.830
F -12.158 -16.463 1.136
F -13.055 -15.354 2.780
F -14.202 -15.734 0.957
S -13.876 -17.813 2.641
O -14.167 -18.813 1.584
O -12.762 -18.237 3.510
O -15.032 -17.420 3.408
C -15.500 -12.321 -3.045
F -14.350 -12.592 -2.602
F -15.378 -12.385 -4.399
F -16.398 -13.176 -2.523
S -16.149 -10.555 -2.616
O -16.641 -10.538 -1.239
O -15.042 -9.612 -2.855
O -17.249 -10.497 -3.624
*
```

Mulliken population analysis, charges in e, atoms 1 to 6:
1. C -1.34
2. C -0.19
3. C -0.91
4. N 0.38
5. C -1.25
6. C -0.62